# 1
The following is a quantum chemistry calculation of one molecule with the formula C16H17BrN4S in a non-equilibrium geometry, from the OMol25 dataset.

HOMO level	-8.4	eV
relative energy (zero: lowest compared OMol25 entry of this formula, charge and spin)	1.0	kcal per mole
max |F|	1.319	eV Å⁻¹
DFT total energy	-3811.10444	a.u.
HOMO-LUMO gap	0.3212	hartree

```
! wB97M-V def2-TZVPD RIJCOSX def2/J DEFGRID3
* xyz 0 1
Br 5.9666 -0.2753 -0.7713
C 4.3626 0.4778 -0.0753
C 3.2258 -0.3004 -0.0094
C 2.0481 0.2525 0.4965
C 2.0463 1.5724 0.9441
C 3.1987 2.3335 0.8662
C 4.3652 1.7974 0.3502
H 5.2647 2.3894 0.2854
H 3.1918 3.3552 1.2149
H 1.1582 2.0011 1.3817
C 0.8796 -0.5990 0.5577
N 0.9270 -1.9138 0.5650
N -0.3018 -2.4216 0.6397
C -1.1189 -1.4042 0.6723
N -0.4368 -0.2081 0.6253
C -1.2568 0.8943 0.5996
C -2.5645 0.5777 0.6662
C -3.7311 1.5040 0.6370
N -4.5922 1.2847 -0.5175
H -4.2583 0.5017 -1.0695
C -6.0060 1.1042 -0.2344
C -6.3571 -0.2494 0.4186
C -6.6799 -1.1586 -0.7620
H -5.7594 -1.4774 -1.2548
C -7.4836 -0.2421 -1.6805
H -8.5084 -0.1696 -1.3133
H -7.5162 -0.6026 -2.7073
C -6.7857 1.1188 -1.5665
H -6.0770 1.2637 -2.3814
H -7.4998 1.9391 -1.5997
H -7.2331 -2.0485 -0.4666
H -7.2389 -0.1369 1.0507
H -5.5417 -0.6334 1.0325
H -6.3016 1.9397 0.4069
H -3.3536 2.5351 0.6024
H -4.2999 1.3880 1.5688
S -2.8213 -1.1695 0.7411
H -0.8524 1.8845 0.5123
H 3.2223 -1.3285 -0.3343
*
```


# 2
The following is a quantum chemistry calculation of C16H17F3N2O2 as an isolated structure in a non-equilibrium geometry, from the OMol25 dataset.

HOMO level	-8.2	eV
relative energy (zero: lowest compared OMol25 entry of this formula, charge and spin)	386.3	kcal per mole
max |F|	15.356	eV Å⁻¹
DFT total energy	-1178.98220	a.u.
HOMO-LUMO gap	0.3205	hartree

```
! wB97M-V def2-TZVPD RIJCOSX def2/J DEFGRID3
* xyz 0 1
C 4.9668 0.2579 -0.4354
N 4.0554 1.1762 -0.0589
C 4.4136 2.6334 -0.4501
H 5.3451 2.6864 -0.1634
H 4.1829 2.5538 -1.6567
H 3.5788 3.1632 0.1720
C 2.4834 0.6640 -0.3608
C 2.2496 -0.5831 -0.1957
C 2.0475 -1.1096 1.0756
C 1.9064 -2.5644 0.9694
C 1.8546 -2.5238 -0.3454
O 2.0557 -1.4744 -1.1129
H 1.8059 -3.7838 -1.0766
H 1.7039 -3.1622 1.7748
H 2.1195 -0.6238 1.9729
H 2.4615 0.7594 -1.5115
C 1.5338 1.5879 0.0579
N 0.1247 1.2119 -0.1873
C -0.7500 1.6028 0.5244
O -0.7516 2.1047 1.7712
C -2.2645 1.0908 -0.0066
C -3.2631 2.2121 0.0603
C -4.4361 1.9553 -0.4682
C -4.8780 0.5829 -0.5933
C -3.9164 -0.3279 -0.8139
C -2.5378 -0.1966 -0.1557
C -1.6464 -1.5377 0.0577
F -0.7356 -1.2788 -0.9936
F -1.0151 -1.2742 1.2908
F -2.2238 -2.5890 0.1887
H -4.2000 -1.4112 -0.7907
H -5.8488 0.2860 -1.2246
H -5.1034 2.6870 -0.6432
H -2.8628 3.0036 0.0909
H -0.0292 0.7400 -1.1477
H 1.6350 2.0523 1.1259
H 1.6407 2.7449 -0.6255
H 5.8753 0.5719 0.1639
H 4.9806 0.2804 -1.6016
H 4.5676 -0.6163 -0.0732
*
```


# 3
The following is a quantum chemistry calculation of C16H17F6IN2OSn as an isolated structure in a non-equilibrium geometry, from the OMol25 dataset.

HOMO level (spin up / spin down)	-16.0 / -15.4	eV
relative energy (zero: lowest compared OMol25 entry of this formula, charge and spin)	69.8	kcal per mole
max |F|	3.089	eV Å⁻¹
DFT total energy	-1915.13206	a.u.
HOMO-LUMO gap (spin up / spin down)	0.2472 / 0.1763	hartree

```
! wB97M-V def2-TZVPD RIJCOSX def2/J DEFGRID3
* xyz 2 1
C 1.0560 5.0249 1.3225
C 2.5550 0.7314 -0.7584
H 0.9175 5.8420 0.5912
H 1.9829 4.4606 1.1117
H 1.1311 5.4668 2.3108
H 2.2289 0.8981 -1.7969
H 3.6488 0.8452 -0.6797
H 2.2278 -0.2669 -0.4783
C -2.3686 1.5763 -1.1115
C -3.7020 1.3857 -1.5178
C -4.0297 0.2183 -2.2102
C -3.0142 -0.6998 -2.4489
H -2.0862 2.5016 -0.5892
H -4.4424 2.1463 -1.2989
H -5.0383 0.0045 -2.5587
H -3.1849 -1.6161 -3.0127
N -1.4041 0.6848 -1.3274
C -1.7084 -0.4543 -1.9666
C -0.6453 -1.4784 -2.1615
N 0.6270 -1.0948 -2.0363
C 1.5877 -1.9975 -2.1934
C 0.0245 -3.7519 -2.6520
C 1.3467 -3.3463 -2.4775
H 2.6020 -1.6245 -2.0744
H 2.1868 -4.0364 -2.5370
C -0.9836 -2.8135 -2.4659
H -2.0387 -3.0660 -2.5484
H -0.2404 -4.7705 -2.9126
Sn 1.6182 2.1965 0.4431
I -0.7621 3.8936 1.3397
C 2.1742 -0.2815 2.9415
C 0.7439 -0.1845 2.4270
O 0.5440 0.6715 1.3517
C 0.2468 -1.6044 1.9457
F 0.2609 -2.5473 2.9351
F -0.9970 -1.5855 1.4161
F 1.0826 -2.0547 0.9557
C -0.2068 0.2803 3.5992
F -0.1243 -0.5186 4.7091
F 0.1709 1.5348 3.9863
F -1.5052 0.3499 3.2389
H 2.7949 -0.7756 2.1743
H 2.1708 -0.8779 3.8697
H 2.5524 0.7338 3.1449
*
```


# 4
The following is a quantum chemistry calculation of one molecule with the formula C16H17N3O3S2 in a non-equilibrium geometry, from the OMol25 dataset.

HOMO level	-8.6	eV
relative energy (zero: lowest compared OMol25 entry of this formula, charge and spin)	4.3	kcal per mole
max |F|	1.044	eV Å⁻¹
DFT total energy	-1806.31480	a.u.
HOMO-LUMO gap	0.3109	hartree

```
! wB97M-V def2-TZVPD RIJCOSX def2/J DEFGRID3
* xyz 0 1
O -0.3305 2.3853 -3.1727
C -0.1861 2.0735 -2.0095
N 1.0151 1.8046 -1.4560
H 1.0843 1.5281 -0.4850
C 2.2497 1.8379 -2.2119
C 2.9923 0.5479 -2.0840
C 3.5132 -0.0793 -0.9891
C 4.0833 -1.2875 -1.4602
C 3.8651 -1.3026 -2.8022
O 3.2026 -0.1998 -3.1865
H 4.1254 -2.0096 -3.5647
H 4.5852 -2.0331 -0.8784
H 3.4887 0.2719 0.0220
H 2.8757 2.6664 -1.8555
H 1.9844 2.0112 -3.2580
C -1.3443 1.9453 -1.0275
H -2.2760 2.0562 -1.5836
H -1.3178 0.9392 -0.6071
C -1.2658 3.0045 0.0774
C -2.1701 2.7036 1.2763
H -2.3982 3.6377 1.7917
H -3.1151 2.2744 0.9401
C -1.5296 1.7817 2.3180
N -1.4000 0.3997 1.8744
C -2.4992 -0.4118 1.9741
S -3.9450 0.0758 2.5901
N -2.3831 -1.7013 1.5381
C -1.2245 -2.1987 1.0200
C -0.1187 -1.3695 0.9454
C -0.1542 0.0011 1.3778
O 0.7793 0.7795 1.3158
S 1.2397 -2.1821 0.2522
C 0.3104 -3.6121 0.0810
C -0.9730 -3.4941 0.5207
H -1.7021 -4.2824 0.4914
H 0.7680 -4.4826 -0.3461
H -3.2119 -2.2755 1.6170
H -0.5236 2.1310 2.5578
H -2.1419 1.7774 3.2229
H -1.5525 3.9645 -0.3551
H -0.2374 3.0995 0.4302
*
```


# 5
The following is a quantum chemistry calculation of one molecule with the formula C16H17N3O6S in a non-equilibrium geometry, from the OMol25 dataset.

HOMO level	-9.3	eV
relative energy (zero: lowest compared OMol25 entry of this formula, charge and spin)	44.5	kcal per mole
max |F|	1.617	eV Å⁻¹
DFT total energy	-1633.76557	a.u.
HOMO-LUMO gap	0.3259	hartree

```
! wB97M-V def2-TZVPD RIJCOSX def2/J DEFGRID3
* xyz 0 1
C 4.8968 3.1437 -0.8469
C 5.3019 2.2657 0.3283
H 6.3820 2.0883 0.3150
H 5.0085 2.7182 1.2776
O 4.6253 1.0072 0.2923
C 5.1765 0.0416 -0.4524
O 6.2041 0.1637 -1.0699
C 4.3741 -1.2044 -0.4339
C 3.2500 -1.3463 0.2662
C 2.4975 -2.6223 0.2804
O 3.0187 -3.7085 0.1607
N 1.1473 -2.5304 0.5230
C 0.3083 -1.4243 0.5102
C 0.5696 -0.3050 -0.2846
C -0.2942 0.7733 -0.2625
C -1.4191 0.7348 0.5380
C -1.7111 -0.3755 1.3073
C -0.8510 -1.4555 1.2914
H -1.0645 -2.3284 1.8901
H -2.5987 -0.3711 1.9187
S -2.5667 2.1009 0.4721
O -3.4166 2.0715 1.6187
O -1.8762 3.3029 0.1293
N -3.4921 1.7103 -0.8850
C -4.1657 0.5142 -0.9079
N -4.1859 -0.2681 -1.9613
O -4.9612 -1.3377 -1.6390
C -5.4041 -1.2094 -0.3765
C -4.9294 -0.0451 0.1520
H -5.0873 0.3843 1.1168
C -6.2744 -2.2740 0.1775
H -6.5141 -2.0513 1.2123
H -7.1952 -2.3402 -0.3997
H -5.7732 -3.2384 0.1170
H -3.0538 1.9546 -1.7601
H -0.1072 1.6529 -0.8575
H 1.4312 -0.2937 -0.9330
H 0.7104 -3.4212 0.7308
H 2.8807 -0.5469 0.8925
H 4.7548 -2.0073 -1.0493
H 5.3829 4.1110 -0.7615
H 3.8189 3.2876 -0.8563
H 5.2019 2.6786 -1.7811
*
```


# 6
The following is a quantum chemistry calculation of one molecule with the formula C16H17N5OS2 in a non-equilibrium geometry, from the OMol25 dataset.

HOMO level	-8.6	eV
relative energy (zero: lowest compared OMol25 entry of this formula, charge and spin)	0.0	kcal per mole
max |F|	1.769	eV Å⁻¹
DFT total energy	-1765.31137	a.u.
HOMO-LUMO gap	0.3329	hartree

```
! wB97M-V def2-TZVPD RIJCOSX def2/J DEFGRID3
* xyz 0 1
C 6.9763 1.7404 -0.1465
H 7.7659 2.4391 -0.4099
H 6.4604 1.4381 -1.0556
H 7.4264 0.8605 0.3067
C 5.9983 2.3964 0.8289
C 4.9164 1.4591 1.2126
N 4.7513 0.9652 2.3807
N 3.7356 0.1239 2.5000
C 3.0814 -0.0556 1.4118
N 2.0095 -0.8665 1.2053
C 1.3502 -1.5827 2.1684
O 1.6134 -1.6004 3.3399
C 0.2154 -2.4066 1.5646
H 0.5325 -2.9240 0.6603
H -0.1385 -3.1153 2.3125
S -1.2551 -1.4125 1.1364
C -0.8069 -0.8167 -0.4424
N 0.4031 -0.8715 -0.9538
C 0.3281 -0.2557 -2.1668
C -0.9408 0.1834 -2.3793
N -1.6736 -0.1832 -1.2744
C -3.0427 0.0843 -1.0742
C -3.8891 -0.9087 -0.6050
C -5.2399 -0.6489 -0.4120
C -5.7276 0.6169 -0.7094
C -4.8846 1.6048 -1.1885
C -3.5392 1.3479 -1.3727
H -2.8745 2.1187 -1.7319
H -5.2767 2.5845 -1.4160
H -6.7760 0.8321 -0.5657
C -6.1349 -1.7280 0.1117
H -7.1754 -1.4157 0.0946
H -6.0294 -2.6338 -0.4826
H -5.8619 -1.9709 1.1379
H -3.4981 -1.8917 -0.3926
H -1.3882 0.6895 -3.2084
H 1.1964 -0.1743 -2.7874
H 1.5929 -0.8804 0.2501
S 3.7221 0.8799 0.0461
H 5.5605 3.2839 0.3652
H 6.5169 2.6944 1.7410
*
```